(1)
ORCA calculation (wB97M-V/def2-TZVPD) on 2 unconnected molecules or ions with the total composition C10H16ClFN4O7PS.

The value obtained for the LUMO energy is -5.3 eV. As for the multiplicity: 1. Its gap between HOMO and LUMO is 6.95 eV. The net charge is +1. Its largest force on an atom is 7.7 eV/A.

Geometry as XYZ:
```
41
C10H16ClFN4O7PS, DFT wB97M-V/def2-TZVPD
Cl -1.66036 0.79622 -2.08329
S 0.18947 -1.47876 -4.03773
P 2.65963 0.50839 -0.37628
F -0.16830 -0.02900 -4.68734
O 0.55633 2.15292 1.41809
O -0.51801 0.85371 6.43180
O 3.96339 -0.53596 -0.62542
O -0.57964 3.47315 5.77013
O 0.53285 -0.49421 2.05903
O -0.36857 -2.57544 -4.86833
O 1.67587 -1.59667 -4.03996
N -0.26410 -1.59991 -2.39086
N 1.35313 0.00335 -1.51850
N 1.21895 -2.13129 -0.52667
N 3.20008 2.06031 -0.95891
C 0.00150 0.09845 4.26619
C -1.59763 -1.01874 -2.06789
C -4.10478 -1.44475 -2.26400
C -0.02010 2.89577 3.57490
C -0.28519 1.12490 5.27387
C 0.26767 0.44445 3.00766
C -2.71580 -1.70232 -2.95415
C -0.29087 2.55092 4.83750
C 0.78470 -1.16284 -1.50240
C 0.28882 1.87482 2.57680
H 3.69281 2.55837 -0.21667
H 2.19402 -2.38644 -0.68736
H 1.04916 -1.79350 0.42366
H 1.04201 0.71276 -2.19552
H -4.40830 -0.38269 -2.40007
H -4.86648 -2.16663 -2.63563
H -4.01354 -1.63595 -1.15885
H -1.82331 -1.33240 -1.01305
H -0.01875 3.92601 3.24690
H -2.66958 -1.41930 -4.02949
H -0.01457 -0.93346 4.59022
H 3.88110 1.92071 -1.71527
H -2.51152 -2.80583 -2.88068
H 0.69485 -0.00388 1.23336
H -0.73390 2.97384 6.59315
H 4.38696 -0.29909 -1.46893
```



(2)
ORCA calculation (wB97M-V/def2-TZVPD) on 11 unconnected molecules or ions with the total composition C60H102BN18O10.

The value obtained for the LUMO energy is -12.3 eV. As for the multiplicity: 1. The energy above the lowest of the compared OMol25 structures with the same formula, charge and spin is 0.0 kcal per mole. Its gap between HOMO and LUMO is 5.23 eV. The net charge is +7. Its largest force on an atom is 2.3 eV/A.

Geometry as XYZ:
```
191
C60H102BN18O10, DFT wB97M-V/def2-TZVPD
O 0.76479 0.08706 0.78455
O 0.07669 0.83539 -1.33677
O -2.37219 3.20888 1.62141
O 1.78408 -1.81095 0.11593
O 0.81508 2.51565 0.33576
O 1.04537 -0.87549 -2.51032
O -1.27233 1.53782 0.57956
O 0.38980 4.34637 1.60966
O 0.60367 2.37187 -5.58774
O 1.01291 4.51676 -5.23015
N 4.57465 -1.24064 6.61642
N -1.10763 -0.56199 5.65720
N 2.18802 -5.01045 -2.11886
N -3.28582 -6.73705 -5.46537
N -2.32119 0.01663 7.40940
N 0.43495 -1.28848 -8.83541
N 5.52804 -0.40975 8.43428
N 1.19593 -0.99679 -6.82051
N -2.04943 -4.92672 -5.23047
N -6.41151 3.69650 3.54682
N -2.40247 2.06582 -3.56960
N 1.55370 -6.04436 -0.31071
N 6.25161 -0.97370 -1.30814
N -2.20822 6.64587 3.36040
N -2.98412 5.28377 4.88676
N 8.26606 -1.10176 -0.45254
N -5.09473 1.89798 3.50683
N -2.63826 4.06725 -2.77367
C 4.79636 -0.88156 -1.43168
C 2.73716 -4.01218 -3.01590
C 2.13300 -4.93000 -0.78862
C -1.85818 7.09408 1.02009
C -2.03965 -6.27595 -5.27702
C 0.04573 3.34185 1.07947
C 0.84357 -0.78973 -11.19131
C -6.81211 2.85401 4.57454
C -3.33765 -4.52943 -5.43976
C 9.39753 -1.06949 0.50119
C -1.89208 -1.01366 6.67163
C -3.37345 -0.10282 8.42819
C 0.47184 -5.33197 1.80094
C 4.31130 0.24580 -2.32148
C -2.45955 3.35913 -3.89487
C 0.71521 -0.30548 -1.50112
C 5.73849 -0.80203 7.17172
C 0.35705 -0.52129 -7.74030
C -2.49319 5.51870 -2.65216
C -1.53806 -1.56778 3.50609
C 1.72034 -2.17735 -7.27807
C 7.07810 -1.64790 -2.19694
C 3.02387 -1.19745 4.69083
C -1.10113 5.86828 -2.15241
C 1.65141 -6.23148 -2.50426
C -4.10777 -5.62702 -5.59962
C 1.37582 -6.36644 1.11715
C -1.92492 5.59213 4.12304
C -4.07522 0.93288 3.10173
C -6.03562 1.74388 4.48324
C -3.04839 4.23259 5.89151
C 0.98541 3.10104 -3.32469
C -1.09210 -3.04885 -3.83768
C -3.97592 6.16568 4.53704
C -1.36393 2.68391 1.18263
C -3.68334 -8.11510 -5.69006
C -0.87959 -4.06907 -4.96769
C -4.31480 0.47499 1.65415
C -0.96851 0.78507 5.83993
C 1.24711 -2.37839 -8.53887
C 4.32300 -1.77859 5.28414
C -0.47947 -1.31713 4.58055
C 4.23950 -0.74496 8.74200
C 3.67951 -1.33118 7.66562
C -2.52292 1.95450 -2.18724
C -2.22219 1.01742 -4.55416
C -7.10750 4.94349 3.17667
C 7.03413 -0.61443 -0.28609
C 1.28581 -6.86888 -1.38190
C -3.54744 6.93751 3.50558
C -5.34362 3.11532 2.96723
C -2.70461 3.21336 -1.70671
C 8.34875 -1.63863 -1.72761
C 1.11057 -0.82914 -0.09198
C -1.29025 7.28134 2.42079
C 1.44283 -0.48849 -5.48216
C 6.52560 0.23385 9.28140
C -1.61760 1.11110 6.99602
C -0.20830 -1.08472 -10.12911
C 0.77942 3.37266 -4.82527
B 0.13496 1.24290 0.11303
H 7.44189 0.29469 8.70293
H 2.39013 -2.99791 -2.79343
H 1.68135 -6.58491 -3.52070
H -2.23210 -2.03194 6.77764
H 6.13868 1.19237 9.61858
H -4.32210 0.07101 7.92594
H 2.84675 -1.31161 3.61986
H 1.41860 2.10964 -3.16374
H 9.71810 -0.04839 0.70300
H 0.09336 3.29539 -2.71948
H 2.28916 -4.13899 -4.00089
H -0.65557 -3.56376 -5.90875
H 2.14707 -1.68673 5.11395
H 9.18480 -2.25670 -2.01335
H -4.13198 0.19028 3.89784
H -4.90769 6.03278 5.06265
H -0.23764 0.37187 -7.61846
H -3.06094 1.02007 -5.24834
H -3.19002 0.60030 9.23724
H -4.04230 -8.52139 -4.74246
H 2.57903 -4.09446 -0.27406
H -3.39270 -1.09073 8.88416
H -4.46079 -8.20160 -6.44474
H -0.71266 -2.00160 -10.43129
H -0.36347 1.39642 5.19124
H -1.13301 -6.85028 -5.19317
H 0.48522 -1.05556 -12.18676
H -7.57232 3.22732 5.24165
H 6.68995 -2.02881 -3.12705
H 2.50038 -2.72408 -6.77764
H -0.37496 -3.09636 -3.02318
H -1.22970 1.20177 -4.98600
H -3.63372 -3.49533 -5.49242
H 4.33938 -0.67314 -0.46044
H -2.69629 7.76615 0.85700
H 6.73151 -0.11339 0.61660
H -4.93767 3.44750 2.02498
H 9.04592 -1.59437 1.38473
H -1.03095 6.93546 -1.93804
H -2.80036 3.60535 -0.70968
H -2.81912 3.26703 5.44360
H 4.38540 1.29454 -2.04541
H -1.98015 6.07924 0.63884
H -2.33095 -2.20174 3.90638
H -0.32347 5.64317 -2.88441
H -2.89952 -8.81771 -5.97072
H 3.86032 -0.69009 9.75062
H -0.99850 -2.06438 -4.30672
H -6.50998 5.80880 3.46200
H 1.04770 -7.40134 1.16326
H 1.22788 0.22516 -11.28278
H 6.69626 -0.64429 6.70160
H 2.70525 -1.76658 7.53230
H 3.82316 -3.98790 -3.04843
H -2.44779 1.01821 -1.66907
H -7.17444 4.94820 2.09268
H -0.93039 -0.27691 -10.02760
H -2.26041 0.03568 -4.08258
H 3.28505 0.08803 -2.65946
H -2.33965 3.82483 -4.86203
H 0.54071 -0.16907 -4.97118
H 4.86397 0.09175 -3.25728
H -1.15244 -2.10481 2.63897
H 4.20941 -2.85007 5.45297
H 0.82488 -4.30783 1.66962
H -0.80894 5.36633 -1.22591
H 2.09304 0.38359 -5.55812
H -3.99001 7.72526 2.92003
H -0.52154 -5.34938 1.35141
H -1.02431 5.00061 4.10333
H 1.41460 -3.12154 -9.29983
H 10.27559 -1.54145 0.06790
H -1.73915 2.08795 7.43294
H 0.00160 -4.69248 -4.82503
H -5.32896 0.10703 1.49823
H 2.37024 -6.31953 1.56174
H 4.40295 -1.83045 -1.78673
H 0.93335 -7.86844 -1.18351
H -5.15918 -5.75701 -5.79664
H 6.66390 -0.41436 10.14710
H -4.07945 4.29328 6.23527
H -4.07931 1.25449 0.93432
H 1.96129 -1.20904 -4.85376
H -1.95098 -0.62289 3.16250
H -2.72370 5.96567 -3.61889
H -0.28487 6.90461 2.57506
H 1.73329 3.73534 -2.83857
H 5.18859 -1.52033 4.68161
H -2.11090 -2.93346 -3.46492
H 0.01441 -2.20307 4.97945
H -3.68018 -0.38441 1.42943
H 2.93190 -0.13029 4.90189
H 0.44766 -5.61464 2.85187
H -8.02043 5.00076 3.76065
H -3.31021 5.86122 -2.01425
H -1.37818 8.35577 2.58467
H 0.36319 -0.71517 4.24168
H -1.05220 7.41602 0.34983
H 1.71766 -1.43268 -11.06333
H -6.18617 0.88646 5.12116
H -2.35030 4.43498 6.70166
H -3.09167 1.39862 3.15853
```



(3)
ORCA calculation (wB97M-V/def2-TZVPD) on 2 unconnected molecules or ions with the total composition C8H11NO2S.

The value obtained for the LUMO energy (spin up / spin down) is -0.2 / -0.2 eV. As for the multiplicity: 1. The energy above the lowest of the compared OMol25 structures with the same formula, charge and spin is 118.1 kcal per mole. Its gap between HOMO and LUMO (spin up / spin down) is 7.61 / 7.60 eV. Its largest force on an atom is 3.9 eV/A.

Geometry as XYZ:
```
23
C8H11NO2S, DFT wB97M-V/def2-TZVPD
S -3.22386 -1.32020 -0.55717
O 1.46652 0.14786 -1.39028
O 0.35240 -1.00451 1.77351
N -2.47064 0.84760 0.49594
C -2.00523 -0.28037 0.18007
C 0.55276 1.15336 0.48906
C -3.81956 0.97798 0.30515
C -4.39504 -0.07167 -0.36386
C 1.10673 -0.99294 -0.58654
C 0.61023 1.25485 -1.01957
C 2.39843 -1.82428 -0.15688
C 0.49606 -0.30407 0.62556
H -4.17272 1.92208 0.67611
H 0.53444 -1.77990 -1.02663
H 1.94630 -2.68974 0.35202
H -0.25724 1.02732 -1.60046
H 2.97798 -2.05956 -1.08521
H 2.82642 -1.40220 0.66265
H -5.33590 -0.19426 -0.77150
H -0.28916 1.73596 0.80272
H -0.35574 -0.45444 2.14693
H 1.13232 2.26386 -1.27680
H 1.31927 1.49606 1.12674
```



(4)
ORCA calculation (wB97M-V/def2-TZVPD) on a molecular structure, C46H55N5OP2PtS3.

The value obtained for the LUMO energy is -4.2 eV. As for the multiplicity: 1. The energy above the lowest of the compared OMol25 structures with the same formula, charge and spin is 0.0 kcal per mole. Its gap between HOMO and LUMO is 8.81 eV. The net charge is +2. Its largest force on an atom is 0.2 eV/A.

Geometry as XYZ:
```
113
C46H55N5OP2PtS3, DFT wB97M-V/def2-TZVPD
Pt -0.65041 -0.02083 -0.83004
S 2.20412 -3.71953 -0.76479
S 0.17406 -2.86847 -2.62927
S 2.33443 -0.94766 0.14564
P -1.24397 1.74848 0.39587
P -2.68761 0.08932 -1.72654
O 1.18070 1.85850 3.30040
N 2.02217 2.27596 5.35701
N -0.04841 -1.53094 -2.12456
N 1.19658 -3.90641 -1.90926
N 1.16113 -0.08153 0.17946
N 2.13270 -2.56828 0.24653
C -2.06664 -3.88928 -3.82856
C -1.25821 -3.92463 -2.70002
C -3.26713 -4.58557 -3.81664
C 3.61440 0.64478 1.88449
C -3.63781 1.42038 -0.89786
C 2.14657 -6.39472 -0.37876
C 1.34933 -1.63922 -6.26183
C 5.33413 -3.83071 -3.28691
C -2.68624 2.51705 -0.42566
C 1.52790 -4.04575 -6.24520
C 0.76296 -2.87972 -4.30839
C 1.07137 -4.07993 -4.93895
C 0.01073 3.02526 0.56267
C 1.93951 -7.53847 0.37064
C 1.67056 -2.82652 -6.90196
C 5.69975 -0.59182 -2.09228
C 3.81906 0.05238 -3.45328
C 4.46425 0.93733 2.93978
C -1.62935 -4.62732 -1.56204
C 0.88360 -1.66132 -4.95276
C 2.95696 -0.20404 -2.39546
C 4.77094 -1.41536 3.35935
C -3.65111 -5.28997 -2.68387
C 1.99652 -5.16052 0.24089
C 6.37736 -4.14837 -2.43189
C 1.43585 -6.19561 2.31058
C 5.18384 -0.14005 -3.30181
C 2.22957 3.68415 5.06251
C -1.74983 1.33385 2.07530
C 3.36513 -0.68466 1.57147
C 1.40991 -0.01688 4.74751
C 4.85010 -0.86291 -1.03402
C 4.86339 -4.22420 -0.56842
C -3.71012 -1.39209 -1.56259
C -2.70209 0.46730 -3.49637
C 1.52229 1.45337 4.41217
C 2.43289 1.83633 6.67992
C 5.04350 -0.09035 3.67202
C 3.93200 -1.72205 2.29773
C 3.48118 -0.67347 -1.20277
C 1.58303 -7.43750 1.71158
C 3.82811 -3.90978 -1.44393
C 6.14476 -4.34617 -1.07358
C 4.04062 -3.71277 -2.79588
C -2.83574 -5.30945 -1.55856
C 1.64461 -5.03572 1.57530
H 0.61562 -0.75509 -4.42467
H -4.41119 1.80815 -1.56300
H 1.52027 4.30381 5.61454
H -4.58664 -5.83303 -2.67980
H 2.34968 -0.41811 5.12779
H 3.13133 1.43292 1.32521
H 1.77009 -4.96822 -6.75542
H 0.81742 2.61413 1.16674
H 1.53098 -4.05816 2.02062
H 6.96156 -4.60549 -0.41392
H -4.14654 0.96146 -0.04613
H 5.21682 -2.21337 3.93807
H -3.13546 -5.86667 -0.68123
H 6.76665 -0.72215 -1.97039
H 1.42231 -8.33609 2.29190
H -3.80517 -1.65466 -0.50933
H -3.23112 -2.22021 -2.08404
H -0.97998 -4.64830 -0.69560
H 3.42516 0.42211 -4.39092
H 0.95615 -5.02053 -4.41497
H 2.02726 -2.80739 -7.92316
H 5.85342 0.07958 -4.12311
H 2.42492 -6.46085 -1.42352
H -1.76479 -3.33752 -4.70975
H -2.09155 2.22560 2.60260
H 5.52005 -3.67838 -4.34167
H -3.18187 3.22365 0.24241
H 4.66836 -4.39151 0.48365
H 5.24973 -1.19881 -0.08679
H -2.22981 1.43297 -3.67554
H 7.38062 -4.25279 -2.82338
H 1.89166 -0.03368 -2.48030
H -0.86661 0.94419 2.58135
H 5.71266 0.14099 4.49064
H 0.38007 3.31508 -0.42019
H -2.29806 3.08614 -1.27460
H 0.64017 -0.19050 5.50155
H 2.20545 2.62261 7.39863
H -3.72129 0.48419 -3.88396
H 3.50740 1.63721 6.72117
H 1.15768 -6.12503 3.35319
H -4.70148 -1.22415 -1.98609
H 1.13572 -0.53835 3.83363
H 3.24029 3.97408 5.35499
H -3.89873 -4.58086 -4.69469
H 2.05780 -8.50938 -0.09028
H -2.12721 -0.29987 -4.01689
H -0.40322 3.89596 1.07376
H 1.89584 0.94411 6.98585
H 2.09452 3.85111 3.99907
H 1.45189 -0.69679 -6.78302
H 3.21876 -3.47638 -3.45545
H 4.66914 1.96962 3.19044
H -2.53911 0.58285 2.06700
H 3.71355 -2.74982 2.04707
```



| no. | total energy (eV) |
| --- | --- |
| 1 | -66277.957 |
| 2 | -111781.320 |
| 3 | -24889.810 |
| 4 | -112407.547 |